No. 1
C7H17N2 | ωB97M-V with the def2-TZVPD basis set

Its frontier orbital gap is 9.127 eV. The total energy is -386.11017 hartree. The value obtained for the highest occupied orbital energy is -12.86 eV. For the LUMO energy, the calculation gives -3.730 eV. As for the structure (SMILES): CCC(=[NH2+])CCCNC. Its total charge is +1. As for the energy relative to the best compared isomer or geometry (same formula, charge and spin): 45.1 kcal/mol. The multiplicity is 1. The calculation puts the max |F| at 5.202 eV Å⁻¹.

Element x y z (Å)
C 0.880 -3.028 -0.168
C -0.028 -1.849 -0.548
C 0.102 -0.807 0.539
N -0.603 -0.697 1.647
C 1.312 0.045 0.513
C 1.067 1.530 0.327
C 0.293 1.846 -1.006
N -0.894 1.117 -0.939
C -1.991 1.713 -0.159
H 1.855 -2.864 -0.450
H 0.332 -3.870 -0.612
H 0.870 -3.126 1.030
H -1.152 -2.070 -0.589
H 0.437 -1.501 -1.541
H -0.339 0.119 2.188
H -1.425 -1.244 1.690
H 1.893 -0.256 -0.342
H 1.837 -0.104 1.615
H 0.604 1.784 1.306
H 2.010 2.167 0.438
H -0.056 2.940 -1.200
H 0.772 1.659 -1.959
H -1.047 0.832 -1.869
H -1.652 2.670 0.129
H -2.990 1.880 -0.735
H -2.088 1.115 0.696

Force components x, y, z for each atom (eV/Å):
C -3.52 -0.70 3.77
C -0.90 1.08 0.01
C 0.51 1.01 -0.58
N 1.31 -0.14 -2.36
C 1.72 -0.16 1.72
C 1.13 2.20 0.53
C 0.08 2.93 1.32
N -1.39 -1.71 0.21
C -0.84 -0.01 -2.77
H 2.11 0.01 -0.91
H 1.06 -0.27 0.22
H 0.06 -0.26 -2.67
H 1.72 -0.19 -0.46
H -1.43 0.08 1.48
H -0.75 -0.48 0.65
H -1.15 -0.16 0.89
H 0.83 -0.57 0.17
H -0.79 0.23 -3.06
H -0.80 0.73 -1.01
H -0.86 -1.26 -0.48
H 1.34 -1.08 1.07
H 0.91 -0.63 0.30
H -1.46 -0.54 -0.89
H 0.16 1.26 0.55
H 1.82 -0.69 0.98
H -0.88 -0.68 1.33


No. 2
C25H24F7N7S | ωB97M-V with the def2-TZVPD basis set

Its frontier orbital gap is 7.925 eV. The total energy is -2447.58874 hartree. The value obtained for the highest occupied orbital energy is -7.89 eV. For the LUMO energy, the calculation gives 0.034 eV. As for the structure (SMILES): Nc1cccc2c1Sc1ccccc1N2C(F)(F)C(F)(F)C(F)(F)F.CC#N.CC#N.CC#N.CC#N.CC#N. The multiplicity is 1. The calculation puts the max |F| at 1.184 eV Å⁻¹.

Element x y z (Å)
N 2.549 0.257 2.699
C 2.355 -0.403 1.467
C 3.314 -0.313 0.458
C 3.108 -0.927 -0.765
C 1.952 -1.662 -0.991
C 1.000 -1.782 0.015
C 1.185 -1.134 1.230
S -0.037 -1.231 2.483
C -1.463 -1.362 1.458
C -2.645 -0.778 1.877
C -3.780 -0.901 1.104
C -3.732 -1.588 -0.097
C -2.534 -2.124 -0.538
C -1.399 -2.027 0.244
N -0.162 -2.602 -0.242
C 0.028 -3.976 0.182
F -0.757 -4.317 1.232
F 1.303 -4.191 0.556
C -0.272 -4.988 -0.989
F 0.881 -5.250 -1.641
F -1.137 -4.453 -1.873
C -0.867 -6.346 -0.542
F -0.834 -7.202 -1.571
F -2.137 -6.212 -0.156
F -0.151 -6.866 0.459
H 2.175 -0.277 3.474
H 3.541 0.357 2.878
H 4.220 0.255 0.631
H 3.842 -0.845 -1.555
H 1.793 -2.143 -1.947
H -2.677 -0.220 2.802
H -4.703 -0.434 1.420
H -4.614 -1.684 -0.714
H -2.478 -2.627 -1.489
C -1.955 3.400 1.752
C -3.163 2.767 2.268
N -4.123 2.261 2.639
H -2.170 4.441 1.516
H -1.157 3.351 2.484
H -1.631 2.884 0.849
C 1.774 5.119 4.366
C 1.484 4.424 3.119
N 1.257 3.860 2.148
H 2.395 4.491 5.001
H 2.300 6.048 4.158
H 0.846 5.345 4.888
C -2.305 -3.494 -5.298
C -3.475 -2.754 -4.845
N -4.399 -2.177 -4.489
H -2.518 -4.561 -5.287
H -2.041 -3.195 -6.311
H -1.464 -3.294 -4.636
C 1.587 2.343 -1.590
C 0.350 1.626 -1.322
N -0.616 1.059 -1.082
H 1.381 3.393 -1.790
H 2.244 2.261 -0.726
H 2.085 1.915 -2.459
C 2.732 6.631 -0.710
C 2.762 5.994 -2.020
N 2.779 5.483 -3.046
H 3.202 5.982 0.027
H 3.268 7.577 -0.748
H 1.702 6.816 -0.413

Force components x, y, z for each atom (eV/Å):
N 0.32 -0.45 -0.01
C 0.12 0.05 -0.05
C -0.15 0.04 0.09
C -0.24 -0.14 -0.06
C -0.04 0.12 0.05
C 0.35 0.17 -0.53
C 0.05 0.02 -0.14
S -0.10 -0.04 0.16
C 0.30 0.02 0.08
C -0.03 0.05 0.20
C -0.35 0.02 -0.14
C 0.05 0.00 -0.12
C -0.16 -0.02 -0.06
C -0.10 0.00 -0.45
N 0.29 -0.25 1.12
C -0.01 0.13 -0.41
F -0.06 0.06 -0.09
F -0.07 -0.10 0.04
C 0.04 -0.05 0.07
F -0.12 0.13 0.01
F 0.05 -0.10 0.02
C -0.02 -0.13 0.03
F -0.02 0.09 0.10
F 0.20 0.00 -0.01
F -0.09 0.04 -0.13
H -0.20 0.15 0.01
H -0.02 0.22 -0.04
H 0.02 0.03 0.06
H 0.07 0.03 0.04
H -0.10 -0.06 0.04
H 0.03 0.01 0.03
H 0.02 0.02 0.09
H -0.04 0.03 -0.03
H 0.00 0.03 -0.07
C -0.13 -0.04 -0.06
C 0.06 0.01 -0.17
N -0.10 -0.05 0.15
H 0.05 0.01 0.00
H 0.03 -0.02 0.02
H 0.02 -0.04 0.01
C 0.00 0.02 0.03
C 0.07 0.00 0.15
N 0.04 0.03 -0.27
H 0.00 0.00 0.01
H 0.00 0.01 0.02
H 0.00 0.00 0.01
C 0.06 -0.04 0.03
C 0.10 -0.07 -0.05
N -0.16 0.10 0.09
H 0.01 -0.01 0.00
H 0.00 0.01 0.00
H 0.01 -0.01 0.00
C 0.10 0.04 -0.03
C 0.18 0.06 0.09
N -0.29 -0.09 0.05
H -0.01 -0.01 -0.03
H -0.02 0.00 0.02
H 0.01 0.00 -0.01
C 0.01 0.04 0.03
C -0.01 0.02 0.10
N 0.00 -0.08 -0.12
H -0.02 -0.02 0.01
H 0.00 0.01 0.01
H 0.00 -0.01 0.01


No. 3
C19H22N2O4 | ωB97M-V with the def2-TZVPD basis set

Its frontier orbital gap is 8.811 eV. The total energy is -1147.71663 hartree. The value obtained for the highest occupied orbital energy is -8.10 eV. For the LUMO energy, the calculation gives 0.716 eV. As for the structure (SMILES): COc1ccc(OCC(=O)Nc2ccccc2C(=O)NC(C)C)cc1. As for the energy relative to the best compared isomer or geometry (same formula, charge and spin): 29.4 kcal/mol. The multiplicity is 1. The calculation puts the max |F| at 0.450 eV Å⁻¹.

Element x y z (Å)
C -4.814 0.337 -2.325
O -4.044 1.408 -1.832
C -3.232 1.181 -0.764
C -3.162 -0.010 -0.050
C -2.296 -0.126 1.020
C -1.481 0.935 1.395
O -0.618 0.691 2.450
C 0.249 1.724 2.849
C 1.304 2.107 1.798
O 1.903 3.157 1.854
N 1.472 1.129 0.875
C 2.166 1.158 -0.337
C 3.054 2.178 -0.658
C 3.688 2.182 -1.887
C 3.437 1.184 -2.813
C 2.548 0.170 -2.502
C 1.922 0.134 -1.265
C 0.963 -0.978 -0.967
O -0.012 -1.224 -1.643
N 1.280 -1.666 0.163
C 0.519 -2.807 0.641
C 0.395 -2.723 2.160
C 1.178 -4.115 0.205
C -1.552 2.130 0.690
C -2.423 2.246 -0.375
H -5.334 0.727 -3.198
H -5.550 -0.002 -1.588
H -4.181 -0.504 -2.624
H -3.770 -0.859 -0.317
H -2.241 -1.048 1.577
H -0.296 2.630 3.141
H 0.769 1.341 3.733
H 0.868 0.321 0.990
H 3.230 2.966 0.056
H 4.378 2.978 -2.123
H 3.926 1.197 -3.775
H 2.331 -0.611 -3.216
H 2.192 -1.530 0.575
H -0.466 -2.720 0.172
H -0.240 -3.524 2.526
H -0.038 -1.771 2.460
H 1.374 -2.821 2.624
H 1.257 -4.150 -0.879
H 2.176 -4.200 0.632
H 0.585 -4.962 0.538
H -0.931 2.973 0.948
H -2.482 3.167 -0.932

Force components x, y, z for each atom (eV/Å):
C -0.11 -0.14 -0.07
O 0.16 0.21 0.09
C 0.14 0.11 0.15
C -0.17 0.08 -0.24
C 0.30 0.22 0.21
C -0.22 -0.18 -0.03
O -0.14 -0.14 -0.11
C 0.09 0.27 0.17
C -0.24 -0.30 0.19
O 0.05 0.25 0.05
N -0.18 -0.41 0.03
C 0.19 0.04 -0.24
C 0.06 0.15 0.10
C -0.07 -0.10 -0.04
C 0.04 -0.01 -0.10
C -0.03 0.00 0.12
C 0.03 0.24 -0.12
C 0.22 0.04 0.09
O -0.13 -0.07 -0.25
N 0.00 -0.19 0.21
C -0.11 -0.20 0.09
C -0.13 0.03 -0.27
C -0.22 0.24 -0.07
C 0.10 -0.05 0.19
C -0.22 -0.17 -0.17
H 0.01 -0.08 0.06
H 0.04 0.00 -0.02
H -0.02 0.01 0.02
H -0.07 -0.07 -0.06
H 0.02 -0.13 0.08
H 0.10 -0.07 -0.11
H -0.04 0.12 -0.12
H 0.12 0.25 0.13
H 0.00 0.02 0.03
H 0.06 0.07 -0.01
H 0.04 0.00 -0.08
H -0.04 -0.07 -0.07
H 0.01 0.11 -0.12
H 0.14 -0.01 0.09
H -0.03 -0.12 0.09
H -0.02 0.07 0.05
H 0.12 -0.03 0.10
H 0.03 -0.04 -0.10
H 0.11 -0.03 0.06
H -0.03 -0.14 0.04
H 0.05 0.10 0.03
H 0.00 0.11 -0.07


No. 4
C2H5O2S2 | ωB97M-V with the def2-TZVPD basis set

Its frontier orbital gap is 6.718 eV. The total energy is -1026.08896 hartree. The value obtained for the highest occupied orbital energy is -3.92 eV. For the LUMO energy, the calculation gives 2.794 eV. Its total charge is -1. As for the energy relative to the best compared isomer or geometry (same formula, charge and spin): 30.6 kcal/mol. The multiplicity is 1. The calculation puts the max |F| at 4.927 eV Å⁻¹.

Element x y z (Å)
C -0.431 0.925 -0.294
S -0.602 0.899 1.565
S -2.016 2.386 1.724
H -0.867 1.765 -0.679
H 0.678 1.025 -0.444
H -0.633 -0.100 -0.513
H -3.165 1.604 1.451
O 1.001 -1.316 -0.043
C 1.744 -2.087 -0.619
O 2.780 -1.873 -1.354
H 1.509 -3.228 -0.793

Force components x, y, z for each atom (eV/Å):
C 3.65 -1.53 2.44
S -0.18 0.62 -0.79
S -1.32 -0.93 0.05
H -1.80 1.65 -1.06
H -1.04 -0.21 -0.03
H -0.66 -0.16 -1.07
H 1.13 0.92 0.33
O -0.59 0.32 1.27
C 2.45 -2.03 -3.76
O -1.15 0.39 1.52
H -0.48 0.96 1.10


No. 5
C3H3N3O2S | ωB97M-V with the def2-TZVPD basis set

Its frontier orbital gap is 7.434 eV. The total energy is -828.77534 hartree. The value obtained for the highest occupied orbital energy is -8.22 eV. For the LUMO energy, the calculation gives -0.783 eV. As for the energy relative to the best compared isomer or geometry (same formula, charge and spin): 164.4 kcal/mol. The multiplicity is 1. The calculation puts the max |F| at 1.480 eV Å⁻¹.

Element x y z (Å)
C 1.089 1.554 0.413
C 0.028 0.777 0.534
C 1.546 -1.377 0.150
N 2.352 1.171 0.199
N 0.777 -2.268 -0.092
N -0.927 -0.015 0.702
O -1.306 -0.614 1.697
O -1.706 -0.351 -0.493
S 2.818 -0.372 0.165
H 0.993 2.634 0.482
H -1.401 0.172 -1.242
H 0.127 -2.733 0.528

Force components x, y, z for each atom (eV/Å):
C -0.11 0.10 -0.02
C -0.10 -0.13 -0.08
C -0.88 -1.04 -0.31
N 1.23 0.02 -0.21
N 0.50 0.61 -0.04
N 0.20 0.84 -1.20
O -0.52 -0.77 0.37
O -0.48 -0.68 0.80
S -0.16 0.63 0.22
H -0.14 0.02 0.05
H 0.49 0.42 0.14
H -0.03 0.00 0.28


No. 6
C6H11NO | ωB97M-V with the def2-TZVPD basis set

Its frontier orbital gap is 9.023 eV. The total energy is -365.08177 hartree. The value obtained for the highest occupied orbital energy is -8.03 eV. For the LUMO energy, the calculation gives 0.992 eV. As for the energy relative to the best compared isomer or geometry (same formula, charge and spin): 93.9 kcal/mol. The multiplicity is 1. The calculation puts the max |F| at 4.308 eV Å⁻¹.

Element x y z (Å)
O 2.057 0.489 1.381
C 1.530 1.580 1.352
C 0.209 2.004 0.781
C -0.845 0.871 1.182
C -0.898 -0.267 0.198
C -0.542 -0.210 -1.092
N -0.595 -1.298 -1.993
C -0.695 -2.658 -1.482
H 2.013 2.490 1.756
H 1.001 1.562 0.068
H -0.212 2.995 0.777
H -1.820 1.318 1.398
H -0.478 0.587 2.171
H -1.186 -1.200 0.665
H -0.229 0.735 -1.508
H -1.282 -1.152 -2.721
H -1.127 -3.294 -2.257
H -1.288 -2.777 -0.578
H 0.296 -3.065 -1.266

Force components x, y, z for each atom (eV/Å):
O -0.67 0.09 0.09
C 0.52 2.25 3.17
C -0.02 -4.24 0.76
C 1.30 1.22 -0.65
C 0.26 -0.01 0.30
C -0.94 -0.59 0.81
N 0.05 -0.03 -0.07
C 0.24 -0.15 -0.13
H 0.96 -0.10 -0.18
H -2.40 1.37 -2.87
H 1.06 0.40 -0.19
H -0.02 0.04 -0.45
H -0.21 -0.71 -0.12
H -0.12 -0.14 -0.26
H 0.02 0.07 -0.32
H 0.23 0.23 -0.02
H 0.00 0.09 0.05
H -0.28 0.07 0.04
H 0.04 0.15 0.05